{
  "formula": "C74H189N11O26",
  "method": "ωB97M-V/def2-TZVPD",
  "elements": ["C", "O", "C", "C", "N", "C", "C", "O", "C", "H", "H", "H", "H", "H", "H", "H", "H", "H", "H", "H", "H", "H", "H", "H", "C", "O", "C", "C", "N", "C", "C", "O", "C", "H", "H", "H", "H", "H", "H", "H", "H", "H", "H", "H", "H", "H", "H", "H", "C", "O", "C", "C", "N", "C", "C", "O", "C", "H", "H", "H", "H", "H", "H", "H", "H", "H", "H", "H", "H", "H", "H", "H", "C", "O", "C", "C", "N", "C", "C", "O", "C", "H", "H", "H", "H", "H", "H", "H", "H", "H", "H", "H", "H", "H", "H", "H", "C", "O", "C", "C", "N", "C", "C", "O", "C", "H", "H", "H", "H", "H", "H", "H", "H", "H", "H", "H", "H", "H", "H", "H", "C", "O", "C", "C", "N", "C", "C", "O", "C", "H", "H", "H", "H", "H", "H", "H", "H", "H", "H", "H", "H", "H", "H", "H", "C", "O", "C", "C", "N", "C", "C", "O", "C", "H", "H", "H", "H", "H", "H", "H", "H", "H", "H", "H", "H", "H", "H", "H", "C", "O", "C", "C", "N", "C", "C", "O", "C", "H", "H", "H", "H", "H", "H", "H", "H", "H", "H", "H", "H", "H", "H", "H", "C", "O", "C", "C", "N", "C", "C", "O", "C", "H", "H", "H", "H", "H", "H", "H", "H", "H", "H", "H", "H", "H", "H", "H", "C", "O", "C", "C", "N", "C", "C", "O", "C", "H", "H", "H", "H", "H", "H", "H", "H", "H", "H", "H", "H", "H", "H", "H", "C", "O", "C", "C", "N", "C", "C", "O", "C", "H", "H", "H", "H", "H", "H", "H", "H", "H", "H", "H", "H", "H", "H", "H", "C", "C", "O", "H", "H", "H", "H", "H", "H", "C", "C", "O", "H", "H", "H", "H", "H", "H", "C", "C", "O", "H", "H", "H", "H", "H", "H", "C", "C", "O", "H", "H", "H", "H", "H", "H"],
  "positions_angstrom": [[-2.828, -3.079, -9.742], [-1.640, -2.591, -9.152], [-1.409, -1.211, -9.268], [-0.025, -0.749, -8.715], [-0.072, -0.316, -7.285], [1.242, 0.039, -6.790], [1.253, -0.162, -5.304], [1.030, -1.544, -5.061], [1.112, -1.896, -3.663], [-2.755, -2.850, -10.805], [-3.778, -2.778, -9.301], [-2.769, -4.153, -9.566], [-2.159, -0.588, -8.782], [-1.553, -0.892, -10.300], [0.334, -0.014, -9.435], [0.605, -1.614, -8.925], [-0.306, -1.117, -6.717], [1.506, 1.083, -6.962], [1.991, -0.664, -7.155], [0.427, 0.449, -4.941], [2.144, 0.218, -4.805], [0.834, -2.932, -3.472], [0.477, -1.311, -2.998], [2.126, -1.684, -3.325], [-4.687, 0.400, 6.153], [-4.643, -0.836, 6.873], [-3.420, -1.535, 7.072], [-3.555, -2.859, 7.847], [-2.389, -3.746, 7.990], [-1.609, -3.968, 6.756], [-2.380, -4.623, 5.635], [-2.492, -5.975, 5.985], [-3.579, -6.578, 5.312], [-5.690, 0.826, 6.181], [-4.391, 0.250, 5.115], [-4.019, 1.126, 6.616], [-2.729, -0.848, 7.561], [-3.095, -1.674, 6.041], [-4.387, -3.445, 7.456], [-3.805, -2.582, 8.871], [-1.775, -3.361, 8.693], [-0.831, -4.718, 6.906], [-1.080, -3.058, 6.473], [-1.822, -4.400, 4.726], [-3.313, -4.097, 5.434], [-3.778, -7.569, 5.719], [-3.423, -6.701, 4.240], [-4.545, -6.087, 5.433], [1.821, 7.444, 4.074], [1.906, 6.118, 3.606], [3.125, 5.491, 3.979], [3.019, 4.091, 3.462], [1.890, 3.339, 4.067], [1.463, 2.234, 3.165], [2.440, 1.009, 3.190], [3.533, 1.155, 2.302], [4.649, 0.406, 2.744], [2.567, 8.141, 3.693], [2.000, 7.434, 5.149], [0.864, 7.873, 3.776], [3.205, 5.530, 5.065], [3.953, 6.081, 3.586], [3.906, 3.480, 3.632], [2.879, 4.074, 2.382], [1.116, 3.966, 4.231], [1.285, 2.633, 2.166], [0.471, 1.881, 3.445], [1.916, 0.057, 3.101], [2.772, 0.932, 4.226], [4.891, 0.522, 3.800], [5.507, 0.703, 2.140], [4.551, -0.669, 2.591], [2.771, 9.307, -0.155], [2.363, 7.902, -0.284], [1.038, 7.611, 0.198], [0.791, 6.119, -0.107], [0.734, 5.902, -1.521], [0.492, 4.529, -1.971], [0.531, 4.347, -3.505], [0.258, 3.024, -3.985], [-1.012, 2.504, -3.620], [2.809, 9.628, 0.886], [2.141, 9.948, -0.771], [3.777, 9.474, -0.541], [0.389, 8.272, -0.378], [0.943, 7.790, 1.269], [-0.177, 5.921, 0.353], [1.595, 5.532, 0.336], [1.508, 6.312, -2.024], [-0.427, 4.140, -1.534], [1.254, 3.875, -1.546], [1.491, 4.596, -3.959], [-0.165, 5.080, -3.913], [-1.103, 2.462, -2.535], [-1.140, 1.590, -4.200], [-1.780, 3.218, -3.914], [-3.915, -3.570, 1.814], [-4.698, -4.032, 2.907], [-5.448, -2.938, 3.339], [-6.045, -3.245, 4.733], [-7.272, -4.057, 4.591], [-8.014, -4.203, 5.852], [-7.213, -4.924, 7.002], [-8.150, -5.481, 7.895], [-7.645, -5.891, 9.140], [-3.299, -2.747, 2.177], [-4.575, -3.256, 1.005], [-3.194, -4.349, 1.566], [-6.224, -2.612, 2.647], [-4.761, -2.112, 3.525], [-6.365, -2.305, 5.183], [-5.362, -3.761, 5.408], [-7.020, -4.992, 4.302], [-8.857, -4.826, 5.555], [-8.531, -3.321, 6.229], [-6.528, -4.250, 7.516], [-6.658, -5.729, 6.521], [-8.483, -6.104, 9.804], [-7.214, -5.012, 9.620], [-6.950, -6.731, 9.140], [0.388, 6.913, 10.164], [0.090, 5.578, 9.712], [0.525, 5.213, 8.418], [-0.081, 6.105, 7.294], [-1.416, 5.687, 6.965], [-1.958, 6.522, 5.855], [-1.579, 5.998, 4.502], [-2.571, 5.014, 4.121], [-2.460, 4.584, 2.768], [0.046, 6.956, 11.197], [-0.093, 7.685, 9.564], [1.443, 7.187, 10.142], [0.261, 4.198, 8.120], [1.605, 5.339, 8.481], [0.543, 5.957, 6.413], [0.199, 7.105, 7.627], [-2.032, 5.952, 7.720], [-1.714, 7.574, 6.002], [-3.039, 6.473, 5.988], [-0.638, 5.451, 4.569], [-1.448, 6.818, 3.796], [-1.456, 4.178, 2.645], [-2.642, 5.449, 2.131], [-3.177, 3.796, 2.537], [5.903, 3.848, -10.819], [6.667, 2.906, -10.015], [6.824, 3.420, -8.627], [7.694, 2.496, -7.685], [7.061, 1.254, -7.233], [7.975, 0.493, -6.341], [7.229, -0.725, -5.645], [6.154, -0.371, -4.804], [6.487, 0.209, -3.536], [5.114, 4.294, -10.214], [5.421, 3.309, -11.635], [6.612, 4.548, -11.263], [5.833, 3.461, -8.177], [7.380, 4.358, -8.593], [8.057, 3.101, -6.854], [8.620, 2.334, -8.237], [6.295, 1.397, -6.590], [8.442, 1.106, -5.569], [8.711, -0.056, -6.928], [7.886, -1.402, -5.099], [6.849, -1.414, -6.400], [5.632, 0.669, -3.041], [7.294, 0.941, -3.531], [6.771, -0.624, -2.892], [5.665, -10.539, -4.572], [4.587, -9.624, -4.631], [3.605, -9.792, -3.636], [2.610, -8.564, -3.766], [3.348, -7.318, -3.637], [2.543, -6.132, -4.074], [3.340, -4.808, -3.814], [4.500, -4.715, -4.715], [5.234, -3.556, -4.724], [6.100, -10.533, -3.572], [6.446, -10.196, -5.250], [5.229, -11.496, -4.859], [4.086, -9.724, -2.660], [3.124, -10.755, -3.803], [1.788, -8.762, -3.079], [2.128, -8.563, -4.744], [4.216, -7.369, -4.151], [1.608, -6.067, -3.518], [2.221, -6.175, -5.114], [3.667, -4.816, -2.774], [2.757, -3.914, -4.034], [4.601, -2.669, -4.727], [5.907, -3.476, -5.577], [5.853, -3.539, -3.826], [-4.229, -1.731, -1.652], [-3.265, -2.635, -1.118], [-2.402, -3.253, -2.067], [-1.316, -4.136, -1.364], [-0.578, -3.395, -0.348], [0.340, -4.256, 0.368], [0.749, -3.579, 1.641], [-0.340, -3.166, 2.453], [0.061, -2.425, 3.630], [-4.937, -2.280, -2.272], [-3.829, -0.893, -2.223], [-4.858, -1.390, -0.830], [-1.847, -2.574, -2.714], [-2.978, -3.839, -2.783], [-0.655, -4.687, -2.033], [-1.896, -4.903, -0.850], [-1.221, -2.980, 0.310], [1.229, -4.492, -0.217], [-0.099, -5.236, 0.551], [1.404, -2.764, 1.334], [1.272, -4.351, 2.206], [-0.706, -2.239, 4.382], [0.265, -1.378, 3.402], [0.858, -2.920, 4.184], [-5.238, 4.314, -4.427], [-6.227, 3.890, -3.464], [-7.528, 4.111, -3.901], [-8.471, 3.393, -2.902], [-8.361, 3.907, -1.520], [-9.154, 3.261, -0.508], [-8.687, 1.853, -0.142], [-7.262, 1.804, 0.112], [-6.765, 0.511, 0.439], [-5.322, 5.348, -4.761], [-5.343, 3.752, -5.356], [-4.262, 4.178, -3.962], [-7.768, 3.777, -4.910], [-7.717, 5.183, -3.835], [-8.177, 2.344, -2.916], [-9.503, 3.455, -3.248], [-7.396, 3.693, -1.313], [-10.212, 3.191, -0.759], [-9.303, 3.894, 0.367], [-8.984, 1.190, -0.954], [-9.241, 1.531, 0.739], [-7.063, 0.181, 1.434], [-5.691, 0.397, 0.294], [-7.122, -0.233, -0.273], [3.959, -2.341, -0.882], [2.680, -1.661, -0.869], [2.868, -0.383, -0.286], [1.546, 0.434, -0.416], [0.525, -0.206, 0.409], [-0.627, 0.707, 0.353], [-1.631, 0.252, 1.346], [-2.588, 1.316, 1.395], [-3.675, 1.174, 2.356], [3.772, -3.364, -1.207], [4.513, -2.288, 0.055], [4.627, -1.897, -1.620], [3.688, 0.123, -0.796], [3.204, -0.450, 0.749], [1.253, 0.478, -1.465], [1.843, 1.401, -0.009], [0.292, -1.053, -0.090], [-0.994, 0.829, -0.666], [-0.381, 1.721, 0.668], [-1.265, 0.046, 2.352], [-2.171, -0.640, 1.026], [-4.083, 0.167, 2.279], [-4.469, 1.892, 2.149], [-3.306, 1.235, 3.380], [7.912, -2.814, -0.211], [7.777, -1.287, -0.187], [8.245, -0.676, 1.038], [7.242, -3.291, 0.505], [8.916, -3.121, 0.081], [7.823, -3.319, -1.173], [6.722, -1.093, -0.381], [8.332, -0.884, -1.034], [9.196, -0.580, 0.956], [-4.184, 2.135, -1.472], [-3.999, 3.465, -0.768], [-2.678, 3.451, -0.210], [-3.996, 1.342, -0.749], [-3.481, 2.012, -2.295], [-5.202, 1.954, -1.817], [-4.692, 3.452, 0.074], [-4.095, 4.278, -1.489], [-2.636, 2.618, 0.266], [4.075, 3.758, -0.557], [4.948, 3.425, -1.788], [5.896, 4.406, -1.810], [3.623, 4.748, -0.608], [4.680, 3.866, 0.343], [3.247, 3.054, -0.475], [4.435, 3.276, -2.738], [5.501, 2.501, -1.620], [6.382, 4.360, -2.637], [3.894, -5.598, 1.189], [2.931, -6.613, 0.550], [1.994, -7.011, 1.556], [4.826, -5.419, 0.652], [4.225, -5.855, 2.195], [3.434, -4.612, 1.255], [3.536, -7.461, 0.229], [2.419, -6.219, -0.328], [1.343, -7.483, 1.031]],
  "forces_ev_per_a": [[0.9, -0.5, 0.0], [0.2, 0.2, 1.0], [-0.1, 1.3, 0.2], [-1.3, -1.1, -0.3], [0.1, 0.0, -1.6], [0.6, -0.3, 0.5], [-0.7, 0.2, 0.4], [-0.3, -0.4, 1.1], [0.4, 0.7, -0.4], [-0.6, -0.1, -0.2], [0.1, 0.7, 0.1], [-0.1, -0.1, -0.4], [-0.4, -0.3, 0.6], [0.5, -0.2, -0.6], [0.0, 0.7, 0.6], [0.5, -0.2, 0.5], [-0.5, -0.4, -0.2], [0.0, 0.0, -0.4], [0.5, 0.2, -0.5], [-0.2, -0.1, 0.5], [0.4, -0.2, -0.1], [0.2, 0.0, -0.5], [-0.4, 0.4, -0.3], [0.1, -0.3, 0.1], [0.9, -0.8, 0.6], [-1.8, -0.2, 0.9], [0.2, 1.0, -1.4], [-0.3, 0.2, 0.5], [0.1, 0.4, -0.8], [0.1, -0.1, 0.5], [0.5, 1.5, 0.3], [-1.1, -0.1, -0.7], [-0.4, -0.9, 0.0], [-0.1, -0.4, 0.1], [0.1, 0.0, -0.2], [0.2, 0.2, 0.0], [0.4, -0.1, 0.2], [0.8, -0.5, -0.1], [-0.1, 0.1, -0.2], [-0.3, -0.1, 0.0], [0.1, 0.0, 0.1], [0.2, 0.1, 0.7], [-0.1, 0.2, -0.5], [0.3, -0.7, -0.4], [-0.5, -0.4, 0.3], [0.5, -0.1, 0.2], [0.3, 0.2, -0.2], [0.1, 0.7, 0.1], [0.1, 0.0, 0.2], [-0.1, 0.6, -0.3], [-0.6, 0.3, 0.1], [-0.3, -1.3, 0.0], [0.4, -0.5, -0.4], [0.4, -0.1, 0.4], [-0.9, 1.0, 0.7], [0.0, -0.1, 0.8], [0.5, -0.1, -0.6], [0.5, -0.2, -0.5], [-0.5, 0.2, 0.3], [-0.2, -0.3, 0.4], [0.1, -0.2, 0.3], [0.3, -0.3, -0.3], [0.3, 0.3, 0.2], [0.1, 0.5, -0.3], [-0.1, 0.1, -0.2], [0.4, -0.2, -0.5], [0.0, -0.1, 0.5], [-0.2, -0.1, -1.0], [0.5, 0.4, 0.3], [-0.2, 0.4, 0.1], [0.0, 0.2, 0.1], [-0.4, -0.3, -0.1], [-0.4, -1.2, -0.3], [0.8, 1.4, 0.5], [1.2, -0.3, -0.9], [0.0, 1.3, 0.0], [-1.0, -0.2, -1.6], [0.8, -0.4, 0.4], [-0.5, 0.1, 0.2], [0.3, 0.4, 0.4], [0.3, 1.2, -0.2], [-0.4, 0.0, 0.1], [-0.4, 0.1, 0.2], [0.1, -0.7, -0.1], [-0.6, -0.2, 0.2], [0.1, 0.1, 0.1], [0.0, -0.6, 0.0], [0.0, -0.1, 0.6], [0.2, 0.0, 0.3], [-0.4, 0.4, -0.2], [0.4, -0.4, 0.1], [0.2, 0.0, 0.4], [-0.5, 0.0, -0.3], [0.0, -0.8, 0.0], [-0.1, -0.1, 0.5], [-0.3, 0.1, -0.3], [0.3, -0.6, 0.7], [0.1, 0.0, -0.7], [0.0, -0.1, 2.6], [-1.4, -0.3, -1.1], [0.1, 0.9, 0.8], [0.0, -1.2, 0.1], [-1.1, 0.2, -0.9], [-0.4, -0.3, -0.1], [-0.4, 1.0, 0.6], [0.0, 0.4, -0.2], [0.3, -0.1, -0.3], [-0.4, -0.1, -0.4], [-0.2, -0.2, -0.2], [0.2, 0.5, -0.2], [0.2, 0.1, 0.1], [0.6, 0.3, -0.2], [0.1, -0.1, -0.2], [0.0, -0.5, 0.4], [0.6, 0.5, -0.2], [0.1, 0.1, 0.1], [0.4, -0.1, 0.0], [-0.2, -0.4, -0.3], [0.7, 0.0, 0.1], [0.1, 0.0, -0.3], [-0.2, -0.7, -0.4], [-0.8, 0.3, 0.7], [0.2, 1.3, -0.9], [2.1, -1.4, 0.9], [-0.6, 1.6, -0.4], [-0.4, -0.5, 0.9], [-0.5, -1.3, -0.1], [-0.2, 0.7, 0.1], [0.4, 0.5, 0.7], [-0.1, 0.0, -0.2], [-0.4, 0.0, 0.1], [0.4, -0.5, 0.0], [0.0, -0.2, 0.9], [0.4, -0.2, -0.7], [0.1, -0.2, -0.2], [-1.0, 0.8, -0.3], [0.1, -0.5, 0.6], [0.4, 0.2, -0.2], [-0.1, 0.0, -0.5], [0.4, 0.2, -0.1], [-0.3, -0.1, -0.4], [0.2, 0.0, -0.5], [0.2, -0.2, -0.4], [0.0, 0.2, 0.3], [0.8, -1.1, 0.6], [-0.1, 1.0, 1.5], [0.5, -2.0, -0.2], [-0.7, 0.4, -1.2], [1.2, -0.7, 0.7], [-1.1, -1.9, -0.1], [0.3, 0.6, -0.3], [-0.7, 1.2, 0.2], [0.2, -1.1, 0.0], [0.1, 0.4, -0.1], [0.1, -0.2, 0.1], [-0.3, 0.5, 0.2], [-0.1, 0.5, -0.1], [-0.4, 0.4, -0.4], [-0.3, 0.4, 0.4], [0.0, -0.8, -0.2], [-0.6, 0.8, -0.4], [0.3, 0.2, 0.0], [0.5, 0.5, -0.1], [0.8, 0.4, 0.3], [-0.5, 0.5, -0.3], [-0.3, 0.0, -0.6], [0.1, 0.0, -0.4], [0.3, 0.0, 0.3], [-0.8, 0.5, 0.1], [0.4, 0.8, -0.4], [-0.4, 1.5, -0.7], [1.1, -1.4, -0.8], [-1.3, 1.0, 0.8], [1.6, 0.4, 0.3], [0.8, -0.3, -1.4], [-1.6, -2.3, -0.1], [0.1, 1.0, 0.9], [0.0, -0.4, 0.2], [-0.2, -0.2, -0.2], [0.7, -0.5, 0.1], [-0.1, -0.2, 0.3], [-0.4, -0.1, 0.3], [0.2, 0.6, 0.6], [0.0, -0.5, -0.4], [-0.1, 0.0, -0.2], [0.1, -0.1, 0.4], [0.2, -0.1, -0.4], [0.1, 0.1, 0.1], [-0.4, -0.1, 0.2], [-0.1, 0.3, 0.0], [-0.2, -0.5, -0.2], [0.3, 0.4, 0.3], [-0.4, -0.9, 0.1], [0.7, 0.3, -0.1], [1.1, -0.4, -0.4], [-2.0, 0.6, 0.9], [0.4, 0.2, -1.1], [-1.0, 0.2, 0.0], [0.8, -0.7, 0.6], [-0.6, 0.8, 0.8], [-0.2, 0.2, -0.4], [0.0, -0.1, -0.5], [0.3, 0.0, 0.1], [0.4, 0.2, 0.2], [-0.1, 0.9, 0.2], [-0.2, -0.4, 0.1], [0.0, 0.5, -0.4], [-0.2, -0.6, 0.1], [-0.2, -0.1, 0.1], [0.2, 0.4, -0.1], [-0.4, -0.3, 0.4], [0.1, 0.4, 0.5], [0.6, 0.2, 0.2], [-0.9, -1.0, -0.4], [0.9, -0.1, -0.6], [0.4, 0.0, -0.3], [-0.5, -0.3, 0.4], [1.4, 0.0, -1.0], [-1.4, 0.4, 1.6], [0.1, 0.0, 0.1], [0.5, 0.4, -1.1], [-0.4, -0.3, 0.4], [0.3, 0.0, 0.4], [-0.3, 0.0, -0.2], [-0.6, -0.3, -0.7], [-0.3, 0.4, 0.5], [0.2, -0.5, 0.1], [-0.1, -0.2, -0.2], [0.4, -0.3, -0.2], [-0.2, 0.3, -0.2], [-0.1, -0.4, -0.2], [-0.1, 0.1, 0.0], [0.3, 0.4, 0.5], [-0.1, -0.3, -0.8], [1.0, 0.2, 0.3], [0.4, -0.3, -0.2], [0.0, -0.2, 0.3], [0.0, 0.1, 0.2], [0.1, 0.9, 0.4], [-0.6, -0.1, -0.1], [-0.9, 0.1, -0.7], [1.5, -0.6, 0.5], [-0.9, 0.5, -0.6], [2.3, -1.5, 0.9], [0.1, 1.7, -0.5], [0.7, -0.6, 0.6], [-2.1, 0.1, 0.1], [-1.3, 0.2, 1.1], [1.1, -0.9, -0.6], [0.1, 0.0, 0.3], [-0.4, -0.2, 0.4], [0.0, 0.3, -0.3], [0.1, 0.3, -0.4], [-0.4, -0.2, 0.1], [0.0, 0.4, -0.2], [-0.6, 0.3, -0.1], [-0.3, -0.5, 0.1], [-0.5, -0.2, -0.1], [0.6, 0.0, 0.0], [0.6, 0.2, 0.0], [0.0, -0.4, -0.1], [-0.2, -0.2, -0.2], [0.3, 0.1, 0.0], [0.1, 0.5, 0.0], [0.8, -0.3, 0.7], [0.4, -0.7, -0.3], [-0.8, -0.5, -0.8], [-0.1, 0.1, 0.0], [0.2, 0.2, 0.3], [-0.6, 0.5, -0.3], [0.0, 0.6, 0.5], [0.0, 0.2, -0.1], [0.1, 0.0, 0.0], [-0.4, -0.5, -0.1], [0.8, -1.4, 0.1], [-0.1, 1.2, -0.7], [0.2, -0.1, 0.0], [0.0, 0.0, -0.1], [-0.1, 0.3, -0.2], [-0.5, 0.8, -0.2], [-0.1, 0.3, 0.5], [0.3, -0.3, 0.4], [-0.3, 0.0, -0.8], [-0.7, -1.1, 1.6], [1.5, 2.1, -0.8], [-0.1, 0.1, -0.7], [0.1, -0.8, 0.0], [0.2, -0.2, 0.4], [-0.5, 0.4, 0.0], [-0.4, -0.7, 0.3], [0.2, 0.1, 0.0], [-0.2, 0.7, -0.2], [1.4, 0.3, 0.9], [0.0, 0.1, -0.8], [-0.1, -0.3, -0.5], [-0.4, -0.4, 0.0], [-0.2, 0.0, 0.1], [-0.1, -0.3, -0.1], [0.1, 0.2, 0.0], [-0.5, -0.3, 0.5]],
  "homo_ev": -8.293,
  "e_tot_ev": -149409.133,
  "e_above_lowest_kj_mol": 310.8,
  "orbital_gap_ev": 8.6,
  "largest_force_ev_per_a": 2.929
}